i.
Density functional theory data (wB97M-V/def2-TZVPD) for 2 unconnected molecules or ions with the total composition C4H12NO2.

As for the net charge: -1. The highest occupied orbital energy is -2.8343 eV. The calculation puts the HOMO-LUMO gap at 0.2656 hartree.

Atoms and positions in Å:
1 N -0.09673 2.48812 0.28355
2 C 0.63210 1.78066 1.41354
3 O 0.32310 0.48088 1.46910
4 H 0.10207 3.48837 0.29632
5 H -1.09068 2.39692 0.48589
6 H 1.69675 1.92123 1.11672
7 H 0.38906 2.31304 2.35573
8 C 0.46473 -0.62753 -1.18406
9 O 0.25055 0.55834 -1.94503
10 C -0.79252 -1.30238 -0.66505
11 C -0.41197 -2.52794 0.16267
12 H 0.99455 -1.30050 -1.87670
13 H 1.10673 -0.38385 -0.33713
14 H 0.14144 1.29512 -1.30218
15 H -1.22943 -0.58627 0.02594
16 H -1.52304 -1.49354 -1.46139
17 H 0.17255 -2.22000 1.02830
18 H -1.31697 -3.01825 0.52668
19 H 0.18771 -3.26242 -0.39290

Charges per atom according to Löwdin partitioning, unit e: -0.04, -0.58, -0.33, 0.04, 0.05, 0.07, 0.06, -0.33, -0.13, -0.27, -0.13, 0.10, 0.09, 0.03, 0.08, 0.10, 0.06, 0.05, 0.06



ii.
Density functional theory data (wB97M-V/def2-TZVPD) for a molecular structure, C4H12NO2.

As for the net charge: -1. The highest occupied orbital energy is -3.5677 eV. The calculation puts the HOMO-LUMO gap at 0.2823 hartree.

Atoms and positions in Å:
1 C 0.72422 -1.06030 -1.60649
2 N 0.11264 0.25022 -1.19001
3 C 2.11595 0.82349 -0.07526
4 C 0.70610 0.72521 0.16712
5 C 0.17249 -0.14710 1.39294
6 O -1.14580 0.06104 1.67054
7 H 1.65635 -0.68135 -1.99035
8 H 0.85179 -1.68994 -0.74198
9 H -0.06967 -1.56844 -2.22909
10 H -0.88732 0.08460 -0.89068
11 H 2.66236 1.30423 0.73044
12 H 2.32943 1.54752 -0.89141
13 H 2.50406 -0.21227 -0.07894
14 H 0.17903 1.70020 0.36799
15 H 0.90510 0.32176 2.16073
16 H 0.32101 -1.24122 1.16086
17 H -1.86114 -0.18469 0.72643
18 H -3.15512 -0.94762 -0.05068
19 O -2.42132 -0.34005 -0.32217

Charges per atom according to Löwdin partitioning, unit e: -0.16, -0.10, -0.15, -0.42, -0.36, -0.24, 0.04, 0.04, 0.09, 0.03, 0.06, 0.09, 0.08, 0.14, 0.11, 0.10, -0.04, -0.01, -0.31



iii.
Density functional theory data (wB97M-V/def2-TZVPD) for 2 unconnected molecules or ions with the total composition C4H12NO2.

As for the net charge: -1. The highest occupied orbital energy is -2.6766 eV. The calculation puts the HOMO-LUMO gap at 0.2427 hartree.

Atoms and positions in Å:
1 C 1.36189 0.00651 1.69273
2 O 0.73963 -0.05296 2.88628
3 C 0.36412 -0.08247 0.32298
4 C 0.99607 0.65231 -0.86148
5 C 0.60176 -0.06334 -2.20658
6 N -0.95874 0.43551 0.81518
7 H 2.16877 -0.82937 1.69109
8 H 1.91171 0.92417 1.60734
9 H 0.20173 -1.14726 0.18174
10 H 2.13160 0.89159 -0.76256
11 H 0.54819 1.63783 -1.00890
12 H -0.40473 -0.00408 -2.46682
13 H 1.30255 0.44402 -2.84040
14 H 0.80336 -1.08812 -2.27814
15 H -1.22710 1.55981 0.67726
16 H -0.81667 0.40082 1.83717
17 H -2.69092 -0.65454 0.25189
18 H -3.48904 -1.91292 0.50860
19 O -3.54416 -1.11749 -0.04739

Charges per atom according to Löwdin partitioning, unit e: -0.47, -0.38, -0.36, -0.23, -0.12, -0.05, 0.08, 0.04, 0.11, 0.12, 0.08, 0.04, 0.05, 0.04, 0.14, 0.02, 0.01, 0.02, -0.15



Which structure is the least stable? The one labeled iii.



i.
Density functional theory data (wB97M-V/def2-TZVPD) for a single C2H9N3O molecule.

As for the net charge: 0. As for the structure (SMILES): CON(C)NN. The highest occupied orbital energy is -8.8287 eV. The calculation puts the HOMO-LUMO gap at 0.3635 hartree.

Atoms and positions in Å:
1 C 1.93690 1.16574 -0.00519
2 O 1.34238 -0.04845 0.35730
3 N -0.12399 -0.22970 -0.26792
4 C -0.28747 -1.67749 -0.28872
5 N -0.76194 0.44708 0.77528
6 N -2.00000 0.70765 -0.00314
7 H 3.01922 1.02991 0.06048
8 H 1.62668 1.97070 0.67253
9 H 1.69708 1.47457 -1.03042
10 H -0.36218 -2.11871 0.71275
11 H -1.18362 -1.91258 -0.86220
12 H 0.58668 -2.09624 -0.77988
13 H -0.99104 -0.17783 1.55359
14 H -1.90210 1.52708 -0.59075
15 H -2.59658 -0.06173 -0.30370

Charges per atom according to Löwdin partitioning, unit e: -0.16, -0.22, -0.17, -0.08, -0.07, -0.02, 0.08, 0.07, 0.08, 0.08, 0.08, 0.09, 0.11, 0.07, 0.06



ii.
Density functional theory data (wB97M-V/def2-TZVPD) for 2 unconnected molecules or ions with the total composition C2H9N3O.

As for the net charge: 0. The highest occupied orbital energy is -7.8017 eV. The calculation puts the HOMO-LUMO gap at 0.3193 hartree.

Atoms and positions in Å:
1 C -0.51729 0.69518 -1.81038
2 C -0.24259 -1.39932 1.07027
3 N -0.67534 1.69754 -0.73177
4 N 1.10870 -1.05516 1.51982
5 N -1.67542 2.04050 -0.22327
6 O 1.38047 0.28206 1.15410
7 H -0.23973 1.07085 -2.81848
8 H 0.29929 0.11130 -1.36162
9 H -1.32380 -0.02444 -1.84169
10 H -0.10646 -1.45038 -0.07849
11 H -0.43306 -2.46730 1.53105
12 H -1.00601 -0.84546 1.54642
13 H 0.27533 2.20250 -0.72297
14 H 1.66963 -1.59443 0.81881
15 H 1.48628 0.73657 1.94821

Charges per atom according to Löwdin partitioning, unit e: -0.09, -0.13, -0.32, -0.18, 0.05, -0.10, 0.09, 0.04, 0.07, 0.08, 0.11, 0.06, 0.14, 0.11, 0.05



Which structure is the least stable? The one labeled ii.



i.
Density functional theory data (wB97M-V/def2-TZVPD) for 2 unconnected molecules or ions with the total composition CH5BO2.

As for the net charge: 0. As for the structure (SMILES): CB=O.O. The highest occupied orbital energy is -11.2347 eV. The calculation puts the HOMO-LUMO gap at 0.4162 hartree.

Atoms and positions in Å:
1 C -1.25222 -0.20123 0.16623
2 B -0.18993 0.76450 -0.03622
3 O 0.50588 1.71656 -0.28849
4 H -2.08980 0.21064 -0.52327
5 H -1.67172 -0.27579 1.20325
6 H -1.03856 -1.12965 -0.22666
7 O 2.39788 -0.33820 -0.03546
8 H 1.54582 -0.00178 -0.61203
9 H 1.79266 -0.74505 0.35265

Charges per atom according to Löwdin partitioning, unit e: 0.02, -0.43, 0.16, 0.13, 0.11, 0.04, 0.01, 0.10, -0.14



ii.
Density functional theory data (wB97M-V/def2-TZVPD) for a single CH5BO2 molecule.

As for the net charge: 0. As for the structure (SMILES): CB(O)O. The highest occupied orbital energy is -11.1709 eV. The calculation puts the HOMO-LUMO gap at 0.4222 hartree.

Atoms and positions in Å:
1 C 0.36732 1.25303 -0.10118
2 B -0.02739 -0.27766 -0.19672
3 O 0.41155 -1.12611 0.93222
4 O -0.82953 -0.90801 -1.07962
5 H -0.54790 1.72308 0.39476
6 H 0.68937 1.78264 -1.09808
7 H 1.27533 1.18133 0.60573
8 H -0.20258 -1.83402 1.31294
9 H -1.13618 -1.79429 -0.77007

Charges per atom according to Löwdin partitioning, unit e: -0.02, -0.64, 0.02, 0.15, 0.09, 0.09, 0.08, 0.11, 0.12



iii.
Density functional theory data (wB97M-V/def2-TZVPD) for a single CH5BO2 molecule.

As for the net charge: 0. As for the structure (SMILES): CB(O)O. The highest occupied orbital energy is -11.3562 eV. The calculation puts the HOMO-LUMO gap at 0.4346 hartree.

Atoms and positions in Å:
1 C -0.74526 0.10582 -0.86031
2 B 0.33322 -0.21277 0.23777
3 O 0.40167 0.58095 1.45722
4 O 1.41493 -1.15806 0.14929
5 H -0.93380 1.03845 -1.42657
6 H -1.69142 -0.04020 -0.27572
7 H -0.54102 -0.70941 -1.63116
8 H -0.10002 1.47231 1.35184
9 H 1.86170 -1.07709 0.99766

Charges per atom according to Löwdin partitioning, unit e: -0.01, -0.57, 0.03, 0.10, 0.07, 0.08, 0.08, 0.13, 0.08



Which structure is the least stable? The one labeled i.



i.
Density functional theory data (wB97M-V/def2-TZVPD) for 3 unconnected molecules or ions with the total composition C2H10NO2.

As for the net charge: +1. The highest occupied orbital energy is -15.0663 eV. The calculation puts the HOMO-LUMO gap at 0.3746 hartree.

Atoms and positions in Å:
1 C -1.31308 -0.56318 -0.81502
2 C -1.20048 1.78830 -0.89776
3 N -0.56137 0.69572 -0.95238
4 H -1.96216 -0.66096 -1.71473
5 H -2.20891 -0.44646 -0.21078
6 H -0.64131 -1.39511 -0.70315
7 H -2.28213 1.88184 -0.75157
8 H -0.74509 2.73479 -1.18389
9 H 0.38571 0.67717 -1.32250
10 H 2.16788 -1.28111 -0.77553
11 H 1.32049 -0.82733 0.55400
12 O 1.44346 -0.76527 -0.39605
13 H 1.36642 -1.15516 3.32102
14 H 2.59257 -0.32402 2.99394
15 O 1.63801 -0.35920 2.85440

Charges per atom according to Löwdin partitioning, unit e: -0.01, 0.16, 0.01, 0.12, 0.11, 0.08, 0.14, 0.13, 0.15, 0.09, 0.03, -0.06, 0.05, 0.05, -0.05



ii.
Density functional theory data (wB97M-V/def2-TZVPD) for 3 unconnected molecules or ions with the total composition C2H10NO2.

As for the net charge: +1. The highest occupied orbital energy is -13.4138 eV. The calculation puts the HOMO-LUMO gap at 0.3132 hartree.

Atoms and positions in Å:
1 C 0.14355 1.60127 -0.16173
2 C -0.65475 1.94585 -1.17074
3 N 0.41822 0.19714 0.18135
4 H 1.09044 2.19738 -0.07310
5 H -0.32280 2.18277 -2.25432
6 H -1.71097 1.98723 -0.96124
7 H 1.12295 -0.12271 -0.42209
8 H -0.40526 -0.32419 -0.04921
9 H 0.65597 0.18128 1.25397
10 H -0.88794 -1.80562 2.93289
11 H -1.88813 -0.57560 3.09396
12 O -1.17643 -0.94104 2.54998
13 H 0.55642 -2.63053 -1.57235
14 H 1.93849 -2.08787 -1.91513
15 O 1.12024 -1.80536 -1.43223

Charges per atom according to Löwdin partitioning, unit e: -0.15, 0.05, 0.17, 0.13, 0.13, 0.07, 0.09, 0.13, 0.21, 0.07, 0.05, -0.07, 0.10, 0.09, -0.08



iii.
Density functional theory data (wB97M-V/def2-TZVPD) for 3 unconnected molecules or ions with the total composition C2H10NO2.

As for the net charge: +1. The highest occupied orbital energy is -14.6800 eV. The calculation puts the HOMO-LUMO gap at 0.3600 hartree.

Atoms and positions in Å:
1 C 0.85373 1.13395 -1.84950
2 C -0.42546 -0.82436 -2.40792
3 N 0.14952 -0.11225 -1.52655
4 H 0.66405 1.80873 -1.03048
5 H 1.91859 0.97269 -1.94810
6 H 0.44519 1.61499 -2.73924
7 H -0.28203 -0.54402 -3.44183
8 H -1.07015 -1.65452 -2.17541
9 H -0.08923 -0.25079 -0.53724
10 H 0.45414 1.18788 1.44136
11 H 0.07491 -0.12286 2.08599
12 O 0.04559 0.34044 1.22867
13 H -0.95482 -0.43213 4.53832
14 H -1.24986 -1.87894 4.13910
15 O -0.53417 -1.23882 4.22284

Charges per atom according to Löwdin partitioning, unit e: 0.00, 0.19, 0.02, 0.09, 0.11, 0.11, 0.13, 0.13, 0.12, 0.07, 0.05, -0.05, 0.04, 0.05, -0.05



Which structure is the least stable? The one labeled ii.